This record from OMol25 describes a single C19H20N4O molecule. The level of theory is ωB97M-V/def2-TZVPD.

Results
Spin multiplicity ... 1
SMILES string ... c1cc2cc(-c3ccc(O[C@H]4CN5CCC4CC5)nn3)ccc2[nH]1
Orbital gap ... 0.310 Eh
HOMO ... -7.95 eV
Relative energy (zero: lowest compared OMol25 entry of this formula, charge and spin) ... 296.1 kJ/mol
Maximum force ... 2.107 eV/Å
Energy ... -28034.106 eV

XYZ file:
```
44
Properties=species:S:1:pos:R:3:forces:R:3
C -0.23381 -2.65611 -6.87429 0.40 -0.83 1.89
C -0.10144 -2.80567 -5.51779 -0.11 0.41 -0.95
C -0.49509 -1.55603 -4.93024 0.13 -0.70 -1.27
C -0.56794 -1.15607 -3.63423 -0.16 0.65 1.67
C -1.05777 0.11511 -3.28610 0.19 -0.84 -0.44
C -1.07984 0.45880 -1.83941 0.10 -0.72 1.36
C -1.13231 1.76169 -1.36817 0.23 0.29 1.07
C -1.09699 1.97489 0.01415 0.01 0.18 -0.55
C -0.90248 0.89923 0.87905 -0.33 -1.49 0.07
O -0.85707 1.13527 2.25129 0.48 0.00 -1.59
C -0.35421 0.09025 3.11119 -0.52 -1.00 -0.43
C 0.42316 0.64886 4.30844 -1.47 -0.28 0.92
N 0.01108 -0.09520 5.55583 -0.11 1.22 0.14
C -1.40114 0.27490 5.88121 0.74 -0.92 0.82
C -2.30341 0.06264 4.68220 -0.32 0.06 -0.75
C -1.54312 -0.76916 3.63048 0.86 -0.02 0.74
C -0.92616 -2.01746 4.32550 -0.12 0.29 0.10
C 0.10526 -1.54879 5.39486 -0.15 -0.02 0.00
N -0.84399 -0.37228 0.39183 -0.44 1.63 -0.68
N -0.99371 -0.55683 -0.93616 0.44 0.33 0.16
C -1.45290 0.99064 -4.34576 0.39 -0.14 0.56
C -1.32472 0.58995 -5.66347 -0.05 0.51 -1.40
C -0.85409 -0.68973 -5.97476 0.16 -0.38 0.16
N -0.63760 -1.39744 -7.15929 -0.82 1.61 -0.42
H -0.08363 -3.46033 -7.55447 0.08 0.08 -0.87
H 0.24476 -3.70162 -5.05231 0.02 -0.24 0.35
H -0.21534 -1.87567 -2.89572 -0.27 0.49 0.19
H -1.12986 2.56642 -2.09439 -0.22 0.19 0.34
H -1.20319 2.95044 0.45986 0.11 0.25 -0.12
H 0.33914 -0.54566 2.54556 -0.39 0.08 -0.19
H 1.46866 0.51131 4.16455 0.90 -0.10 -0.06
H 0.23685 1.73442 4.41177 -0.06 -0.52 0.22
H -1.43944 1.29718 6.24397 0.17 0.21 -0.05
H -1.75346 -0.35672 6.73467 0.53 0.34 -0.57
H -3.22704 -0.43465 4.99497 0.02 0.07 -0.23
H -2.55757 1.03191 4.23852 -0.19 -0.18 -0.02
H -2.18352 -1.05961 2.80351 0.02 -0.01 -0.12
H -0.44545 -2.64872 3.59028 0.09 -0.21 -0.27
H -1.71027 -2.61105 4.79820 -0.12 0.02 -0.07
H 1.13274 -1.83339 5.12549 -0.20 0.30 -0.15
H -0.05694 -2.04426 6.38046 -0.13 0.49 -0.60
H -1.80221 2.01537 -4.15423 0.09 -0.61 0.02
H -1.55244 1.27699 -6.50417 -0.01 -0.35 0.78
H -0.82978 -1.03961 -8.08294 0.01 -0.12 0.23
```
Forces are in eV/Å.